Arrangement 1

Molecular formula: C27H54O27
Method: DFT, ωB97M-V with the def2-TZVPD basis set

```
108
Properties=species:S:1:pos:R:3
C -0.598 -2.766 4.593
O -1.124 -1.474 4.725
C -2.165 -1.139 3.980
O -2.681 -1.811 3.128
O -2.534 0.087 4.320
C -3.409 0.833 3.507
H -0.325 -3.091 3.590
H -1.334 -3.524 4.894
H 0.213 -2.903 5.302
H -4.480 0.669 3.628
H -3.236 0.673 2.438
H -3.122 1.862 3.719
C 0.114 6.691 5.063
O -0.353 5.508 4.406
C 0.549 4.836 3.708
O 1.673 5.198 3.500
O 0.019 3.700 3.274
C 0.733 3.031 2.249
H -0.799 7.141 5.433
H 0.682 7.274 4.340
H 0.789 6.492 5.896
H 0.472 1.981 2.202
H 1.818 3.053 2.381
H 0.526 3.532 1.304
C -4.779 -5.491 -1.041
O -4.752 -4.246 -1.712
C -4.457 -3.176 -1.003
O -4.189 -3.118 0.164
O -4.583 -2.116 -1.807
C -4.333 -0.834 -1.284
H -5.406 -5.525 -0.150
H -3.780 -5.787 -0.721
H -5.163 -6.229 -1.739
H -3.280 -0.589 -1.144
H -4.865 -0.724 -0.335
H -4.765 -0.105 -1.968
C -1.051 -1.408 0.673
O -0.621 -0.788 -0.564
C -0.627 0.531 -0.639
O -0.741 1.297 0.284
O -0.456 0.908 -1.893
C -0.097 2.252 -2.215
H -0.820 -2.460 0.557
H -2.137 -1.350 0.651
H -0.562 -0.943 1.522
H -0.917 2.939 -2.030
H 0.343 2.360 -3.201
H 0.711 2.467 -1.508
C 3.477 -3.414 -0.009
O 3.546 -2.198 0.750
C 2.578 -1.948 1.590
O 1.593 -2.608 1.793
O 2.731 -0.783 2.238
C 3.972 -0.128 2.216
H 3.039 -4.203 0.600
H 4.473 -3.670 -0.348
H 2.779 -3.230 -0.825
H 4.311 0.134 1.215
H 4.788 -0.701 2.674
H 4.005 0.767 2.838
C 0.097 -0.345 -5.319
O 1.132 -0.971 -6.058
C 1.236 -0.585 -7.339
O 0.546 0.172 -7.947
O 2.326 -1.196 -7.814
C 2.449 -1.322 -9.236
H 0.538 0.369 -4.618
H -0.336 -1.081 -4.637
H -0.726 0.107 -5.865
H 2.671 -2.380 -9.387
H 3.208 -0.643 -9.605
H 1.471 -1.233 -9.709
C 2.469 -0.441 -2.786
O 3.513 -0.069 -1.882
C 3.879 1.187 -1.790
O 3.499 2.084 -2.495
O 4.808 1.270 -0.838
C 5.650 2.409 -0.809
H 2.509 -1.528 -2.833
H 2.708 -0.066 -3.777
H 1.492 -0.188 -2.378
H 5.034 3.306 -0.776
H 6.245 2.455 -1.730
H 6.433 2.338 -0.060
C -1.687 7.534 -0.532
O -0.322 7.173 -0.452
C 0.058 6.133 -1.208
O -0.677 5.470 -1.884
O 1.355 5.994 -1.059
C 2.046 5.178 -1.999
H -1.959 8.307 0.182
H -2.309 6.645 -0.446
H -1.857 8.022 -1.500
H 3.084 5.456 -1.854
H 1.724 5.408 -3.020
H 1.817 4.120 -1.890
C -3.486 -6.702 5.081
O -2.214 -6.679 4.419
C -2.097 -5.803 3.434
O -2.800 -4.863 3.220
O -0.973 -6.069 2.793
C -0.698 -5.329 1.635
H -4.262 -6.941 4.356
H -3.642 -5.705 5.490
H -3.480 -7.460 5.856
H -1.505 -5.383 0.898
H 0.220 -5.635 1.140
H -0.583 -4.259 1.823
```

The structure (SMILES) is COC(=O)OC.COC(=O)OC.COC(=O)OC.COC(=O)OC.COC(=O)OC.COC(=O)OC.COC(=O)OC.COC(=O)OC.COC(=O)OC. As for the HOMO energy: -10.13 eV. As for the frontier orbital gap: 10.62 eV.



Arrangement 2

Molecular formula: C27H54O27
Method: DFT, ωB97M-V with the def2-TZVPD basis set

```
108
Properties=species:S:1:pos:R:3
C -5.937 -1.178 1.477
O -4.693 -1.593 2.028
C -3.940 -0.719 2.616
O -4.248 0.427 2.960
O -2.691 -1.166 2.746
C -1.639 -0.288 3.231
H -6.223 -1.870 0.537
H -6.247 -0.191 1.099
H -6.939 -1.369 2.283
H -1.334 0.334 2.404
H -0.796 -0.774 3.469
H -1.940 0.317 4.248
C 5.764 -1.628 -0.774
O 5.217 -1.565 0.465
C 5.776 -1.904 1.593
O 6.960 -2.090 1.685
O 4.960 -1.984 2.587
C 5.425 -2.016 4.001
H 5.246 -1.579 -1.788
H 6.356 -2.514 -1.175
H 6.566 -0.711 -0.939
H 6.472 -1.828 4.044
H 4.908 -2.884 4.305
H 5.080 -0.937 4.427
C -1.085 0.025 -6.200
O -2.251 0.112 -6.909
C -3.163 0.853 -6.264
O -2.888 1.283 -5.085
O -4.365 0.961 -6.780
C -5.427 1.351 -5.967
H -0.514 1.026 -6.225
H -0.410 -0.687 -6.790
H -1.166 -0.375 -5.059
H -6.212 1.347 -6.839
H -5.206 2.313 -5.776
H -5.709 0.696 -5.280
C 2.201 0.353 5.160
O 3.495 0.847 5.554
C 3.683 1.906 6.351
O 2.618 2.549 6.779
O 4.996 2.071 6.893
C 5.227 3.138 7.787
H 1.437 -0.068 5.911
H 2.266 -0.491 4.371
H 1.626 1.286 4.570
H 6.554 3.396 7.816
H 4.946 2.748 8.877
H 4.779 4.077 7.394
C -3.317 -3.159 -5.067
O -3.070 -2.342 -3.852
C -4.102 -1.597 -3.288
O -5.234 -1.693 -3.726
O -3.720 -0.867 -2.323
C -4.509 0.153 -1.940
H -3.355 -2.528 -5.873
H -4.209 -3.688 -5.025
H -2.455 -3.762 -5.131
H -3.832 0.756 -1.107
H -5.389 -0.378 -1.259
H -4.733 0.784 -2.770
C -0.272 -1.876 -2.270
O 0.963 -1.372 -1.590
C 0.939 -0.664 -0.471
O -0.001 -0.188 -0.018
O 2.116 -0.570 0.168
C 2.230 -0.084 1.525
H -0.333 -1.346 -3.179
H -1.254 -1.674 -1.727
H -0.215 -3.007 -2.427
H 3.187 -0.314 2.037
H 1.442 -0.385 2.168
H 2.100 1.119 1.305
C 0.230 2.219 -3.664
O 1.392 2.712 -2.968
C 2.079 3.827 -3.325
O 2.136 4.370 -4.398
O 2.911 4.189 -2.401
C 3.301 5.546 -2.259
H 0.604 2.046 -4.656
H -0.575 2.907 -3.513
H -0.052 1.323 -2.992
H 2.490 6.292 -2.431
H 3.884 5.701 -2.850
H 3.537 5.673 -1.100
C -0.139 -7.377 0.051
O -1.018 -6.508 -0.526
C -1.191 -5.276 0.104
O -0.654 -4.998 1.168
O -2.216 -4.446 -0.324
C -2.560 -3.296 0.283
H 0.035 -8.013 -0.775
H -0.532 -7.615 0.941
H 0.760 -6.819 0.218
H -3.009 -2.487 -0.538
H -1.873 -2.556 0.754
H -3.417 -3.424 0.918
C 0.273 4.295 4.605
O 0.511 4.625 3.310
C 0.590 3.637 2.347
O 0.443 2.436 2.627
O 0.504 4.157 1.056
C 0.162 3.232 -0.016
H 0.669 5.038 5.382
H 0.785 3.405 4.913
H -0.769 3.779 4.792
H 0.794 2.408 0.012
H 0.156 3.710 -0.928
H -0.805 2.942 0.154
```

As for the HOMO energy: -10.29 eV. As for the frontier orbital gap: 10.75 eV.



Most stable = arrangement 1



Arrangement 1

Molecular formula: H2IO2PS
Method: DFT, ωB97M-V with the def2-TZVPD basis set

```
7
Properties=species:S:1:pos:R:3
O -0.444 -1.223 0.671
P -0.099 -0.047 -0.369
O 0.233 1.114 0.600
S 1.586 -0.360 -1.380
I -2.452 0.192 -1.231
H 0.150 -1.181 1.338
H 1.026 1.506 0.371
```

The structure (SMILES) is OP(O)(=S)I. As for the HOMO energy: -9.44 eV. As for the frontier orbital gap: 8.39 eV.



Arrangement 2

Molecular formula: H2IO2PS
Method: DFT, ωB97M-V with the def2-TZVPD basis set

```
7
Properties=species:S:1:pos:R:3
O -1.255 0.767 -0.124
P 0.262 -0.360 0.119
O 1.346 0.579 -0.611
S 0.656 -0.735 2.025
I -0.018 -2.013 -1.625
H -1.789 0.374 0.634
H 0.797 1.389 -0.417
```

The structure (SMILES) is OP(O)(=S)I. As for the HOMO energy: -9.73 eV. As for the frontier orbital gap: 8.77 eV.



Most stable = arrangement 1



Arrangement 1

Molecular formula: C3H4NO
Method: DFT, ωB97M-V with the def2-TZVPD basis set

```
9
Properties=species:S:1:pos:R:3
C 0.052 -2.137 -0.278
C 0.454 -0.986 -0.368
C 1.059 0.234 -0.412
N -1.212 1.495 0.261
O -0.999 2.363 1.176
H -0.669 -2.905 -0.220
H 1.352 0.689 -1.341
H 1.425 0.677 0.501
H -1.462 0.571 0.683
```

The charge is -1. As for the HOMO energy (spin up / spin down): -2.07 / -1.56 eV. As for the frontier orbital gap (spin up / spin down): 6.72 / 5.79 eV.



Arrangement 2

Molecular formula: C3H4NO
Method: DFT, ωB97M-V with the def2-TZVPD basis set

```
9
Properties=species:S:1:pos:R:3
C -1.016 -1.135 0.039
C -0.121 -0.215 -0.040
C 0.315 1.169 0.048
N 1.172 0.018 -0.445
O 2.241 -0.419 0.280
H -1.037 -2.212 -0.258
H -2.056 -0.936 0.164
H 0.088 1.935 -0.730
H 0.414 1.795 0.943
```

The structure (SMILES) is C=C1CN1[O-]. The charge is -1. As for the HOMO energy: -1.82 eV. As for the frontier orbital gap: 6.35 eV.



Most stable = arrangement 2